Computed, not measured: a structure of composition C44H41N7O6PSTi, with wB97M-V/def2-TZVPD.

CARTESIAN COORDINATES (ANGSTROEM)
1 Ti 0.564 -0.404 -0.731
2 C -1.594 3.119 -0.705
3 C -2.874 2.692 -0.047
4 C -3.790 3.678 0.326
5 C -5.017 3.363 0.889
6 C -5.351 2.033 1.086
7 C -4.449 1.041 0.729
8 C -3.206 1.343 0.168
9 P -2.121 -0.056 -0.395
10 C -2.704 -1.418 0.699
11 C -2.612 -1.098 2.060
12 C -2.911 -2.017 3.049
13 C -3.308 -3.295 2.683
14 C -3.405 -3.623 1.341
15 C -3.109 -2.713 0.321
16 C -3.225 -3.214 -1.104
17 C -2.745 -0.234 -2.114
18 C -3.994 0.200 -2.561
19 C -4.291 0.230 -3.916
20 C -3.318 -0.162 -4.830
21 C -2.080 -0.604 -4.382
22 C -1.774 -0.668 -3.019
23 C -0.456 -1.203 -2.520
24 H -1.427 4.189 -0.571
25 H -1.634 2.922 -1.778
26 H -0.738 2.590 -0.298
27 H -3.526 4.717 0.161
28 H -5.707 4.152 1.172
29 H -6.304 1.760 1.525
30 H -4.725 0.007 0.892
31 H -2.292 -0.103 2.347
32 H -2.813 -1.738 4.093
33 H -3.535 -4.038 3.442
34 H -3.714 -4.624 1.055
35 H -3.829 -4.123 -1.129
36 H -2.234 -3.456 -1.490
37 H -3.682 -2.487 -1.769
38 H -4.737 0.540 -1.850
39 H -5.262 0.575 -4.254
40 H -3.526 -0.123 -5.896
41 H -1.325 -0.919 -5.097
42 H 0.265 -1.268 -3.331
43 H -0.626 -2.226 -2.163
44 O 6.500 2.856 1.077
45 C 6.060 1.674 1.738
46 C 4.799 1.163 1.115
47 C 4.305 -0.089 1.521
48 C 3.134 -0.535 0.983
49 N 2.435 0.157 0.066
50 C 2.907 1.361 -0.353
51 C 4.102 1.881 0.185
52 C 2.140 2.006 -1.363
53 C 2.498 3.251 -1.930
54 C 1.828 3.753 -3.003
55 C 2.190 5.081 -3.617
56 O 2.708 6.027 -2.683
57 C 0.767 2.974 -3.551
58 C 0.414 1.817 -2.940
59 N 1.020 1.315 -1.825
60 H 7.236 3.220 1.572
61 H 5.867 1.872 2.795
62 H 6.820 0.892 1.685
63 H 4.827 -0.700 2.248
64 H 2.718 -1.475 1.292
65 H 4.476 2.843 -0.129
66 H 3.329 3.805 -1.513
67 H 1.315 5.481 -4.134
68 H 2.973 4.954 -4.364
69 H 2.160 5.981 -1.892
70 H 0.213 3.310 -4.419
71 H -0.419 1.250 -3.319
72 N 4.008 -1.252 -3.737
73 C 3.500 -1.619 -2.509
74 N 4.306 -2.369 -1.717
75 O 2.384 -1.250 -2.179
76 H 5.004 -1.248 -3.866
77 H 3.506 -0.500 -4.176
78 H 5.119 -2.811 -2.100
79 H 3.936 -2.749 -0.864
80 O 0.060 -3.348 6.936
81 C -0.139 -2.008 6.892
82 O -0.402 -1.438 7.915
83 C -0.014 -1.341 5.563
84 C -0.214 0.035 5.506
85 C -0.144 0.720 4.308
86 C 0.117 0.056 3.094
87 S 0.119 1.011 1.620
88 C 0.331 -1.331 3.165
89 C 0.265 -2.006 4.373
90 H 0.262 -3.673 6.053
91 H -0.428 0.558 6.431
92 H -0.307 1.794 4.287
93 H 0.515 -1.887 2.260
94 H 0.428 -3.079 4.336
95 O 0.444 -2.016 -0.086
96 N -0.018 -3.305 -0.206
97 C 0.926 -4.240 0.112
98 C 2.282 -4.010 0.445
99 N 3.395 -3.869 0.744
100 C 0.474 -5.597 0.059
101 N 0.107 -6.692 0.017

The HOMO-LUMO gap (spin up / spin down) is 0.1900 / 0.2486 Ha. As for the multiplicity: 3. The total energy comes out at -4125.17528 Eh. Its LUMO energy (spin up / spin down) is 2.005 / 1.860 eV. As for the energy above the lowest of the compared OMol25 structures with the same formula, charge and spin: 4.9 kcal per mole. As for the net charge: -1.

Mulliken population analysis, charges in e, atoms 1 to 2: Ti -0.093; C -0.695


Computed, not measured: a structure of composition C44H41N7O6PSTi, with wB97M-V/def2-TZVPD.

CARTESIAN COORDINATES (ANGSTROEM)
1 Ti -0.841 -0.870 -0.436
2 C 3.493 -0.720 -2.131
3 C 3.761 0.538 -1.348
4 C 4.691 1.442 -1.858
5 C 5.046 2.596 -1.177
6 C 4.470 2.857 0.055
7 C 3.531 1.978 0.573
8 C 3.142 0.826 -0.115
9 P 1.779 -0.250 0.519
10 C 1.579 0.397 2.256
11 C 0.785 1.553 2.262
12 C 0.520 2.265 3.419
13 C 1.029 1.813 4.625
14 C 1.774 0.648 4.643
15 C 2.060 -0.084 3.487
16 C 2.824 -1.368 3.687
17 C 2.544 -1.896 0.585
18 C 3.881 -2.121 0.907
19 C 4.362 -3.408 1.052
20 C 3.484 -4.478 0.887
21 C 2.173 -4.257 0.503
22 C 1.681 -2.961 0.285
23 C 0.343 -2.714 -0.326
24 H 3.785 -0.584 -3.173
25 H 2.438 -0.990 -2.126
26 H 4.056 -1.560 -1.721
27 H 5.150 1.224 -2.816
28 H 5.775 3.276 -1.601
29 H 4.749 3.741 0.617
30 H 3.088 2.197 1.535
31 H 0.372 1.898 1.323
32 H -0.106 3.148 3.376
33 H 0.823 2.343 5.547
34 H 2.143 0.270 5.591
35 H 2.856 -1.609 4.751
36 H 3.851 -1.291 3.334
37 H 2.363 -2.205 3.163
38 H 4.540 -1.274 1.061
39 H 5.400 -3.583 1.309
40 H 3.838 -5.493 1.028
41 H 1.514 -5.098 0.319
42 H -0.308 -3.584 -0.182
43 H 0.515 -2.649 -1.413
44 O -2.665 0.428 6.303
45 C -1.985 -0.762 5.930
46 C -1.743 -0.785 4.451
47 C -0.958 -1.821 3.903
48 C -0.700 -1.811 2.564
49 N -1.160 -0.862 1.723
50 C -1.989 0.090 2.229
51 C -2.260 0.157 3.611
52 C -2.476 1.036 1.272
53 C -3.341 2.104 1.565
54 C -3.781 2.933 0.565
55 C -4.736 4.056 0.860
56 O -5.943 3.613 1.481
57 C -3.341 2.683 -0.755
58 C -2.474 1.649 -0.984
59 N -2.026 0.837 -0.006
60 H -2.876 0.376 7.239
61 H -2.573 -1.646 6.202
62 H -1.019 -0.833 6.444
63 H -0.552 -2.609 4.526
64 H -0.085 -2.580 2.117
65 H -2.866 0.956 4.010
66 H -3.680 2.264 2.580
67 H -4.959 4.598 -0.065
68 H -4.293 4.765 1.562
69 H -6.207 2.793 1.052
70 H -3.673 3.302 -1.579
71 H -2.094 1.439 -1.975
72 N 0.238 3.260 -2.752
73 C 0.646 3.270 -1.456
74 N 1.138 4.474 -0.970
75 O 0.538 2.293 -0.737
76 H 0.488 4.003 -3.378
77 H 0.067 2.328 -3.119
78 H 1.569 5.098 -1.632
79 H 1.662 4.352 -0.118
80 O -2.177 -0.610 -9.166
81 C -2.593 -1.332 -8.086
82 O -3.431 -2.176 -8.249
83 C -1.949 -1.016 -6.785
84 C -2.136 -1.892 -5.720
85 C -1.559 -1.674 -4.480
86 C -0.774 -0.536 -4.245
87 S 0.092 -0.069 -2.774
88 C -0.588 0.340 -5.330
89 C -1.159 0.110 -6.566
90 H -1.443 -0.042 -8.908
91 H -2.742 -2.776 -5.883
92 H -1.710 -2.398 -3.700
93 H 0.029 1.220 -5.185
94 H -0.990 0.851 -7.343
95 O -2.168 -1.702 -1.652
96 N -2.543 -2.020 -0.429
97 C -3.077 -3.224 -0.231
98 C -3.311 -4.128 -1.304
99 N -3.500 -4.853 -2.180
100 C -3.420 -3.588 1.102
101 N -3.697 -3.892 2.179

The HOMO-LUMO gap (spin up / spin down) is 0.1816 / 0.2679 Ha. As for the multiplicity: 3. The total energy comes out at -4125.18226 Eh. Its LUMO energy (spin up / spin down) is 2.108 / 2.103 eV. As for the energy above the lowest of the compared OMol25 structures with the same formula, charge and spin: 0.5 kcal per mole. As for the net charge: -1.

Mulliken population analysis, charges in e, atoms 1 to 2: Ti -0.266; C -1.475


Computed, not measured: a structure of composition C44H42AuN3P2S, with wB97M-V/def2-TZVPD.

CARTESIAN COORDINATES (ANGSTROEM)
1 Au -0.280 1.648 -0.491
2 N 1.426 0.296 1.473
3 P 0.022 1.162 1.923
4 C 0.422 1.847 3.537
5 C 0.187 3.183 3.847
6 C 0.416 3.631 5.142
7 C 0.876 2.749 6.107
8 C 1.120 1.415 5.787
9 C 0.889 0.952 4.502
10 C -1.240 -0.073 2.251
11 C -2.553 0.379 2.406
12 C -3.557 -0.522 2.719
13 C -3.249 -1.870 2.878
14 C -1.943 -2.315 2.727
15 C -0.932 -1.419 2.402
16 P 1.915 0.800 -0.074
17 C 3.342 1.859 0.206
18 C 4.421 1.826 -0.678
19 C 5.553 2.580 -0.402
20 C 5.599 3.379 0.732
21 C 4.504 3.454 1.584
22 C 3.371 2.701 1.321
23 C 2.570 -0.605 -0.980
24 C 3.538 -1.426 -0.395
25 C 4.123 -2.437 -1.139
26 C 3.756 -2.622 -2.469
27 C 2.797 -1.809 -3.053
28 C 2.193 -0.803 -2.306
29 H 2.137 0.138 2.179
30 H -0.177 3.869 3.090
31 H 0.226 4.666 5.396
32 H 1.038 3.094 7.120
33 H 1.474 0.727 6.544
34 H 1.047 -0.095 4.267
35 H -2.785 1.434 2.282
36 H -4.577 -0.177 2.841
37 H -4.030 -2.579 3.128
38 H -1.713 -3.366 2.857
39 H 0.087 -1.767 2.268
40 H 4.385 1.201 -1.562
41 H 6.403 2.539 -1.072
42 H 6.495 3.946 0.956
43 H 4.535 4.099 2.454
44 H 2.519 2.763 1.988
45 H 3.851 -1.257 0.631
46 H 4.876 -3.074 -0.690
47 H 4.220 -3.411 -3.049
48 H 2.519 -1.958 -4.090
49 H 1.439 -0.165 -2.751
50 C -0.830 -5.821 0.084
51 C -0.526 -4.774 -0.996
52 C 0.885 -4.247 -0.763
53 C -0.574 -5.445 -2.380
54 C -1.566 -3.656 -0.964
55 C -2.931 -3.994 -1.053
56 C -3.930 -3.047 -1.037
57 C -3.558 -1.710 -0.930
58 S -4.567 -0.306 -0.862
59 C -3.164 0.682 -0.744
60 N -2.033 0.036 -0.766
61 C -2.218 -1.343 -0.865
62 C -1.219 -2.320 -0.883
63 C -3.200 2.137 -0.587
64 C -4.380 2.876 -0.587
65 C -4.337 4.255 -0.434
66 C -3.120 4.904 -0.271
67 C -1.931 4.176 -0.253
68 C -1.992 2.808 -0.416
69 H -0.118 -6.647 0.007
70 H -1.832 -6.240 -0.013
71 H -0.735 -5.386 1.085
72 H 1.594 -5.076 -0.823
73 H 0.986 -3.793 0.230
74 H 1.168 -3.514 -1.517
75 H 0.185 -6.230 -2.439
76 H -0.374 -4.716 -3.172
77 H -1.547 -5.903 -2.573
78 H -3.217 -5.035 -1.143
79 H -4.973 -3.335 -1.108
80 H -0.181 -2.008 -0.808
81 H -5.333 2.371 -0.704
82 H -5.255 4.830 -0.445
83 H -3.082 5.982 -0.162
84 H -0.987 4.694 -0.116
85 C -0.449 3.747 -5.710
86 C -0.621 2.308 -5.196
87 C -0.353 2.189 -3.760
88 N -0.136 2.090 -2.642
89 H -0.602 3.754 -6.786
90 H 0.552 4.122 -5.502
91 H -1.177 4.416 -5.254
92 H 0.060 1.631 -5.713
93 H -1.636 1.952 -5.374

The HOMO-LUMO gap is 0.2280 Ha. As for the multiplicity: 1. The total energy comes out at -3082.29290 Eh. Its LUMO energy is -6.854 eV. As for the energy above the lowest of the compared OMol25 structures with the same formula, charge and spin: 12.6 kcal per mole. As for the net charge: +2.

Mulliken population analysis, charges in e, atoms 1 to 2: Au 1.828; N 0.211